No. 1
61
Properties=species:S:1:pos:R:3 method="wB97M-V/def2-TZVPD" homo_lumo_gap_ev="7.5 / 7.7" homo_energy_ha="-0.2505 / -0.2575" multiplicity=3 e_above_lowest_kj_mol=66.02 lumo_energy_ev="0.72 / 0.71"
Pd 0.387 -0.301 0.781
F -0.804 -2.001 1.207
C 4.272 1.340 0.818
C 2.895 2.003 0.681
O 1.903 1.161 0.291
H 5.018 2.111 1.024
H 4.539 0.852 -0.128
H 4.249 0.549 1.569
H 2.977 2.931 0.078
H 2.691 2.441 1.701
C -2.518 2.672 1.755
C -2.658 1.548 0.747
C -3.591 1.918 -0.392
O -3.508 0.927 -1.396
C -3.740 1.409 -2.705
N -1.298 1.145 0.233
H -1.870 2.371 2.573
H -3.491 2.995 2.126
H -2.067 3.519 1.229
H -3.057 0.616 1.156
H -3.364 2.928 -0.757
H -4.613 1.925 0.009
H -3.379 0.657 -3.407
H -3.216 2.351 -2.876
H -4.816 1.523 -2.874
H -1.592 0.831 -0.696
H -0.765 1.994 0.021
C 0.173 0.684 -2.767
C -0.459 -0.650 -2.428
C -0.511 -1.543 -3.648
O -1.336 -2.656 -3.395
C -1.981 -3.136 -4.551
N 0.296 -1.262 -1.308
H 0.899 0.491 -3.569
H 0.656 1.195 -1.938
H -0.576 1.281 -3.299
H -1.490 -0.579 -2.074
H 0.496 -1.874 -3.946
H -0.910 -0.928 -4.471
H -2.614 -2.360 -4.996
H -2.606 -3.974 -4.255
H -1.240 -3.464 -5.289
H 0.018 -2.230 -1.121
H 1.210 -1.477 -1.729
C 1.891 -0.144 4.978
C 1.740 -0.232 3.462
C 2.148 -1.596 2.986
O 2.107 -1.610 1.563
C 2.620 -2.820 0.996
N 0.348 0.016 3.024
H 1.365 0.697 5.426
H 2.922 -0.205 5.321
H 1.388 -1.033 5.391
H 2.377 0.478 2.930
H 1.453 -2.365 3.355
H 3.158 -1.865 3.309
H 2.512 -3.668 1.670
H 3.631 -2.636 0.637
H 1.981 -3.027 0.136
H -0.233 -0.762 3.340
H -0.016 0.840 3.489

=====

No. 2
78
Properties=species:S:1:pos:R:3 method="wB97M-V/def2-TZVPD" homo_lumo_gap_ev=7.1 homo_energy_ha=-0.2720 lumo_energy_ev=-0.26
Be 0.350 -0.297 -0.071
B 1.412 0.641 -2.914
F 1.689 1.466 -3.938
F 1.809 1.299 -1.701
F 0.058 0.435 -2.799
F 2.079 -0.585 -3.005
C -2.095 -2.025 3.884
C -0.808 -2.109 3.034
O -0.811 -1.286 1.891
H -2.101 -2.648 4.778
H -3.101 -2.164 3.489
H -2.142 -0.975 4.175
H -0.703 -3.166 2.788
H 0.076 -1.962 3.654
N 2.348 -1.688 0.253
C 2.354 -2.785 1.045
C 3.426 -3.637 1.279
C 4.608 -3.402 0.527
C 4.668 -2.227 -0.194
C 3.546 -1.438 -0.348
H 1.443 -3.139 1.504
H 3.337 -4.570 1.816
H 5.483 -4.033 0.580
H 5.540 -1.995 -0.786
H 3.679 -0.586 -0.998
N 2.132 1.125 1.533
C 3.232 1.699 1.150
C 4.211 2.181 2.032
C 4.141 1.880 3.414
C 2.904 1.377 3.801
C 1.974 1.036 2.899
H 3.285 1.808 0.076
H 5.000 2.738 1.549
H 4.903 2.065 4.157
H 2.689 1.212 4.846
H 1.102 0.524 3.281
N -0.885 1.913 0.789
C -0.265 3.029 0.566
C -0.704 4.289 1.028
C -1.688 4.292 2.016
C -2.405 3.103 2.324
C -2.037 1.964 1.567
H 0.523 2.935 -0.167
H -0.245 5.195 0.659
H -1.906 5.208 2.545
H -3.142 3.117 3.113
H -2.560 1.024 1.661
N -0.016 -2.633 -1.353
C -1.024 -3.427 -0.836
C -1.086 -4.822 -0.877
C -0.054 -5.472 -1.519
C 0.953 -4.745 -2.196
C 0.921 -3.348 -2.069
H -1.753 -2.944 -0.202
H -1.905 -5.321 -0.379
H -0.132 -6.543 -1.633
H 1.726 -5.232 -2.771
H 1.779 -2.807 -2.438
C -1.806 5.182 -3.439
C -2.409 3.786 -3.389
O -3.617 3.558 -3.617
C -1.528 2.635 -3.188
H -1.261 5.550 -2.570
H -2.642 5.855 -3.633
H -1.053 5.385 -4.200
H -0.497 2.914 -3.409
H -1.820 1.747 -3.747
H -1.476 2.384 -2.129
C -3.737 0.147 -2.538
C -3.152 -0.197 -1.203
O -1.942 -0.100 -0.905
C -4.161 -0.688 -0.191
H -3.054 0.114 -3.387
H -4.075 1.182 -2.590
H -4.487 -0.620 -2.732
H -4.982 0.026 -0.119
H -3.630 -0.681 0.761
H -4.482 -1.725 -0.286

=====

No. 3
8
Properties=species:S:1:pos:R:3 method="wB97M-V/def2-TZVPD" smiles="O=C=C(F)F.S" homo_lumo_gap_ev=9.0 homo_energy_ha=-0.3509 e_above_lowest_kj_mol=232.09 lumo_energy_ev=-0.51
O -3.960 2.264 0.357
C -4.285 1.177 0.212
C -4.221 -0.146 -0.040
F -4.898 -1.064 0.726
F -4.200 -0.584 -1.317
S 0.151 -0.683 0.461
H -0.758 -1.193 -0.402
H 1.199 -1.199 -0.151

=====

No. 4
15
Properties=species:S:1:pos:R:3 method="wB97M-V/def2-TZVPD" total_charge=-1 homo_lumo_gap_ev="3.4 / 10.6" homo_energy_ha="0.0306 / -0.2439" multiplicity=2 e_above_lowest_kj_mol=0.00 lumo_energy_ev="4.25 / 3.93"
C 0.277 0.637 -1.035
O 0.658 0.639 0.313
C -0.533 -0.608 -1.330
H 1.126 0.730 -1.718
H -0.303 1.529 -1.315
H 0.449 1.493 0.763
H -0.034 -1.484 -0.921
H -0.719 -0.768 -2.389
H -1.442 -0.562 -0.723
H 1.751 -0.770 1.206
H 3.220 -0.797 0.986
O 2.561 -1.094 1.647
H -2.056 0.818 2.061
H -2.226 -0.226 1.002
O -2.729 0.463 1.453

=====

No. 5
16
Properties=species:S:1:pos:R:3 method="wB97M-V/def2-TZVPD" total_charge=+1 homo_lumo_gap_ev=10.6 homo_energy_ha=-0.5260 e_above_lowest_kj_mol=190.40 lumo_energy_ev=-3.69
O 1.203 -1.475 -0.258
C 1.672 -0.755 -1.120
O 2.740 -1.067 -1.897
H 1.388 0.347 -1.145
H 3.368 -0.335 -1.864
C -2.908 0.532 1.331
N -1.679 1.373 1.240
C -0.529 0.874 0.349
H -3.713 1.012 1.897
H -2.587 -0.399 1.952
H -3.275 0.161 0.383
H -2.084 2.283 1.018
H -1.303 1.512 2.183
H -1.037 0.793 -0.533
H 0.228 1.529 0.502
H -0.196 -0.086 0.798

=====

No. 6
64
Properties=species:S:1:pos:R:3 method="wB97M-V/def2-TZVPD" smiles="CCOc1ccccc1CN1CCC(n2nccc2NC(=O)CCc2ccccc2)CC1" homo_lumo_gap_ev=8.8 homo_energy_ha=-0.3024 e_above_lowest_kj_mol=129.01 lumo_energy_ev=0.55
C 4.686 3.078 -0.447
C 3.372 2.517 0.092
O 3.161 1.168 -0.270
C 3.888 0.184 0.327
C 4.721 0.365 1.425
C 5.421 -0.704 1.960
C 5.310 -1.963 1.404
C 4.476 -2.149 0.314
C 3.758 -1.099 -0.231
C 2.839 -1.313 -1.401
N 1.442 -1.338 -0.986
C 1.141 -2.477 -0.141
C -0.260 -2.335 0.447
C -1.281 -2.237 -0.690
N -2.640 -2.115 -0.221
N -3.519 -3.056 -0.587
C -4.672 -2.720 -0.047
C -4.564 -1.535 0.687
C -3.238 -1.170 0.551
N -2.550 -0.084 1.072
C -3.043 0.787 2.001
O -4.148 0.707 2.483
C -2.062 1.891 2.356
C -2.279 3.098 1.426
C -1.945 2.767 -0.001
C -2.944 2.474 -0.921
C -2.626 2.167 -2.232
C -1.303 2.143 -2.640
C -0.297 2.417 -1.727
C -0.619 2.726 -0.418
C -0.891 -1.110 -1.647
C 0.544 -1.306 -2.124
H 4.771 4.128 -0.182
H 5.536 2.539 -0.037
H 4.710 2.983 -1.529
H 3.312 2.645 1.180
H 2.534 3.053 -0.362
H 4.834 1.335 1.882
H 6.062 -0.541 2.814
H 5.864 -2.794 1.813
H 4.384 -3.130 -0.129
H 3.119 -2.245 -1.924
H 2.953 -0.476 -2.094
H 1.873 -2.508 0.669
H 1.210 -3.426 -0.705
H -0.282 -1.440 1.069
H -0.489 -3.195 1.078
H -1.276 -3.184 -1.244
H -5.539 -3.332 -0.200
H -5.317 -1.018 1.241
H -1.628 0.089 0.700
H -1.032 1.540 2.280
H -2.261 2.196 3.384
H -1.647 3.920 1.770
H -3.322 3.412 1.502
H -3.977 2.490 -0.606
H -3.414 1.947 -2.938
H -1.056 1.908 -3.664
H 0.738 2.382 -2.034
H 0.167 2.942 0.293
H -0.955 -0.141 -1.154
H -1.570 -1.099 -2.502
H 0.827 -0.468 -2.764
H 0.613 -2.235 -2.721

=====

No. 7
9
Properties=species:S:1:pos:R:3 method="wB97M-V/def2-TZVPD" smiles="CPC=O" homo_lumo_gap_ev=9.9 homo_energy_ha=-0.3385 e_above_lowest_kj_mol=95.79 lumo_energy_ev=0.68
C -0.682 -0.161 0.153
P 0.891 -1.161 0.201
C 2.106 0.319 0.221
O 3.129 0.493 -0.357
H -1.338 -0.089 1.057
H -1.389 -0.702 -0.469
H -0.595 0.898 -0.217
H 1.269 -1.337 -1.235
H 1.777 1.103 0.894

=====

No. 8
58
Properties=species:S:1:pos:R:3 method="wB97M-V/def2-TZVPD" total_charge=-1 homo_lumo_gap_ev=6.9 homo_energy_ha=-0.1622 lumo_energy_ev=2.51
C 5.772 -0.834 1.554
C 5.020 -1.702 2.559
N 4.358 -2.843 1.921
Nb 2.697 -2.999 0.813
C 1.070 -1.838 1.937
Br 1.564 0.049 1.531
C -0.413 -2.082 1.796
C -1.326 -1.166 2.608
H 5.060 -0.303 0.918
H 6.376 -1.468 0.898
H 6.430 -0.117 2.052
H 5.698 -2.031 3.358
H 4.250 -1.098 3.051
H 5.096 -3.497 1.659
H 2.939 -1.813 -0.579
H 3.245 -4.191 -0.465
H 1.812 -4.528 1.376
H 1.281 -3.203 -0.333
H 1.330 -1.905 3.004
H -0.547 -3.120 2.123
H -0.683 -2.059 0.741
H -0.935 -0.999 3.619
H -2.335 -1.577 2.708
H -1.421 -0.176 2.151
C -2.420 5.015 1.552
C -1.622 3.988 0.755
C -2.258 3.624 -0.592
O -3.397 2.787 -0.507
C -4.623 3.437 -0.277
N -1.342 2.839 1.607
H -3.295 4.547 2.007
H -1.804 5.410 2.359
H -2.759 5.842 0.925
H -0.654 4.435 0.499
H -1.528 3.062 -1.178
H -2.514 4.539 -1.145
H -4.665 4.400 -0.801
H -4.814 3.626 0.783
H -5.410 2.790 -0.664
H -0.691 2.204 1.154
H -2.195 2.304 1.742
C -0.460 -0.736 -4.483
C -0.267 -1.967 -3.602
C -1.222 -2.013 -2.404
O -0.901 -1.122 -1.362
C -1.370 0.195 -1.464
N 1.139 -2.077 -3.235
H -0.030 0.143 -3.999
H 0.060 -0.875 -5.431
H -1.516 -0.538 -4.681
H -0.514 -2.854 -4.200
H -1.155 -3.007 -1.955
H -2.259 -1.842 -2.736
H -2.369 0.238 -1.918
H -0.702 0.842 -2.046
H -1.435 0.586 -0.449
H 1.302 -2.944 -2.726
H 1.350 -1.378 -2.525

=====

No. 9
16
Properties=species:S:1:pos:R:3 method="wB97M-V/def2-TZVPD" total_charge=-1 smiles=C[C@@H](N)CC[O-] homo_lumo_gap_ev=6.6 homo_energy_ha=-0.0817 e_above_lowest_kj_mol=50.39 lumo_energy_ev=4.34
C -1.214 0.528 -1.133
C -0.445 0.417 0.209
N -1.473 0.444 1.312
C 0.552 -0.721 0.375
C 1.910 -0.360 -0.345
O 2.316 0.905 -0.086
H -1.627 1.534 -1.150
H -2.001 -0.224 -1.214
H -0.404 0.427 -1.859
H 0.127 1.340 0.230
H -1.003 0.449 2.211
H -2.039 -0.395 1.181
H 0.122 -1.723 0.154
H 0.664 -0.884 1.458
H 1.881 -0.652 -1.425
H 2.634 -1.087 0.082

=====

No. 10
16
Properties=species:S:1:pos:R:3 method="wB97M-V/def2-TZVPD" homo_lumo_gap_ev="8.8 / 8.8" homo_energy_ha="-0.3086 / -0.3086" e_above_lowest_kj_mol=266.71 lumo_energy_ev="0.36 / 0.36"
C 2.131 -1.419 -0.008
C 0.795 0.369 -0.804
C -0.356 -0.061 0.163
C -0.560 1.042 1.247
C -1.567 -0.360 -0.760
N 2.032 -0.389 -0.619
S 0.020 -1.683 0.996
H 3.013 -2.084 0.255
H 0.572 0.501 -1.912
H 1.004 1.486 -0.589
H -0.485 1.980 0.676
H 0.493 1.031 1.831
H -1.317 0.993 2.135
H -1.388 -1.398 -1.207
H -1.963 0.477 -1.358
H -2.424 -0.486 -0.046

=====

No. 11
70
Properties=species:S:1:pos:R:3 method="wB97M-V/def2-TZVPD" total_charge=-1 homo_lumo_gap_ev="3.6 / 6.3" homo_energy_ha="-0.0209 / -0.1672" multiplicity=5 lumo_energy_ev="3.00 / 1.72"
Rh 0.164 -0.006 0.173
Cl -2.076 -0.418 -0.429
P 0.143 -2.429 0.137
C -0.549 -3.316 -1.357
C 1.784 -3.285 0.394
C -0.983 -3.146 1.506
C -0.249 -2.566 -2.659
H -1.634 -3.267 -1.170
C -0.137 -4.786 -1.510
H 0.881 -4.880 -1.909
H -0.822 -5.246 -2.235
H -0.203 -5.379 -0.595
H -0.854 -1.659 -2.733
H -0.484 -3.209 -3.518
H 0.809 -2.285 -2.726
H -1.934 -2.679 1.195
C -0.645 -2.660 2.923
C -1.181 -4.660 1.510
H -1.699 -5.011 0.613
H -1.816 -4.923 2.368
H -0.230 -5.201 1.630
H 0.210 -1.976 2.931
H -0.436 -3.489 3.618
H -1.493 -2.104 3.336
C 2.760 -2.953 -0.733
H 1.562 -4.363 0.371
C 2.383 -2.942 1.756
H 2.451 -3.355 -1.703
H 3.741 -3.379 -0.487
H 2.881 -1.864 -0.812
H 2.390 -1.857 1.918
H 3.425 -3.288 1.788
H 1.848 -3.423 2.581
Cl 2.487 0.385 0.050
H 0.637 -0.612 -1.201
P -0.409 2.392 -0.308
C -2.120 3.029 0.187
C 0.810 3.725 0.192
C -0.519 2.579 -2.153
C -2.798 2.381 1.398
H -2.707 2.742 -0.702
C -2.206 4.546 0.372
H -1.682 4.863 1.284
H -3.268 4.796 0.496
H -1.834 5.127 -0.476
H -2.895 1.302 1.268
H -3.810 2.800 1.495
H -2.274 2.606 2.332
H -1.363 1.899 -2.362
C 0.707 2.060 -2.917
C -0.893 3.995 -2.610
H -1.919 4.266 -2.340
H -0.830 4.028 -3.706
H -0.205 4.760 -2.222
H 1.357 1.404 -2.328
H 1.306 2.888 -3.319
H 0.347 1.481 -3.778
C 1.065 3.731 1.701
H 0.301 4.660 -0.085
C 2.135 3.664 -0.562
H 0.155 3.923 2.279
H 1.782 4.529 1.936
H 1.505 2.780 2.024
H 2.557 2.652 -0.473
H 2.829 4.363 -0.077
H 2.052 3.934 -1.619
Cl 1.256 0.278 3.151
C -0.163 0.567 2.154
H -0.458 1.609 2.299
H -0.941 -0.130 2.445